Entry 1:
A molecular structure, C23H52AlN3O2P. Source: OMol25; level of theory: ωB97M-V with the def2-TZVPD basis set.

Structure (XYZ):
```
82
Properties=species:S:1:pos:R:3:forces:R:3
C 4.412671 -0.811862 1.013014 0.3 0.5 0.8
C 3.315572 0.390420 1.206273 -0.8 0.5 -0.1
C 3.387825 1.563508 0.030020 -0.6 -0.3 0.4
C 1.743330 -0.117500 1.230003 0.7 -0.2 -0.5
C 1.298926 -1.012392 -0.069442 0.9 -0.8 0.3
Al -0.728317 -0.782586 -0.502692 1.6 -0.2 -0.7
P -1.765858 0.485728 1.163220 -1.5 0.0 -0.8
N -3.264276 0.836709 0.568222 0.1 -0.5 1.2
H 4.264386 -1.602273 1.869615 0.2 1.4 -1.7
H 5.499150 -0.349450 1.192339 -2.2 -1.0 -0.6
H 4.364814 -1.368626 -0.018665 0.0 1.3 2.0
H 3.497502 0.900429 2.268957 -0.1 -1.0 -2.2
H 3.245913 1.078611 -1.038035 0.5 1.0 2.2
H 2.456008 2.297916 0.163356 2.1 -1.6 -0.2
H 4.372815 2.188417 0.119453 -1.8 -1.2 -0.4
H 1.576739 -0.786242 2.191103 0.1 1.6 -1.8
H 1.090090 0.878479 1.247012 1.4 -2.2 0.3
H 1.427410 -2.161059 0.173846 0.1 2.1 -0.3
H 1.961180 -0.815618 -1.040195 -1.2 -0.2 2.1
H -0.768582 0.126482 -1.827418 -0.2 0.3 -0.1
H -1.470737 -2.165740 -0.747242 -0.2 -0.3 0.2
H -1.909798 -0.285554 2.387604 0.6 0.8 -0.2
H -0.959086 1.689874 1.378280 -0.5 -0.6 0.7
H -3.975022 0.465162 1.232659 0.6 0.7 -0.6
C -4.026716 -6.110679 4.525543 -0.3 -0.1 -0.1
C -3.233987 -4.775724 4.581281 0.3 -1.6 0.9
C -3.719073 -3.929221 5.789320 0.0 0.3 -0.2
C -5.086483 -3.286478 5.568585 0.0 0.0 0.0
C -5.118627 -2.495962 4.264184 0.4 -0.1 0.2
C -4.661195 -3.324707 3.035099 -1.6 0.2 -1.2
N -3.366904 -4.049656 3.272590 2.7 3.9 1.2
O -2.333214 -3.095858 3.210002 -2.5 -2.8 -0.1
C -5.770742 -4.336603 2.643501 -0.1 -0.2 0.2
C -4.597953 -2.374554 1.793214 0.8 0.0 0.5
C -1.766232 -5.239278 4.863352 0.0 0.7 -0.4
H -5.078544 -6.000725 4.792070 0.0 0.1 -0.2
H -3.962499 -6.571061 3.532604 0.0 0.2 0.1
H -3.630736 -6.845552 5.237274 0.1 0.3 -0.1
H -2.994260 -3.131897 6.002375 0.0 -0.1 -0.2
H -3.759728 -4.550585 6.693102 0.1 -0.1 -0.2
H -5.873078 -4.047964 5.570687 0.0 0.0 0.0
H -5.312425 -2.615807 6.406146 0.0 -0.1 -0.1
H -6.133746 -2.111501 4.105310 0.2 -0.1 -0.2
H -4.475600 -1.612852 4.380012 0.1 -0.2 -0.2
H -5.432516 -5.002692 1.840397 0.0 0.1 0.2
H -6.665414 -3.817352 2.276630 0.4 0.1 0.0
H -6.122083 -4.950545 3.470378 0.1 -0.1 0.0
H -3.931363 -1.515907 1.950643 -0.1 -0.5 -0.1
H -5.586424 -1.954154 1.569801 0.1 -0.3 0.3
H -4.261655 -2.913746 0.900324 0.1 0.1 0.2
H -1.378977 -5.845139 4.035190 -0.1 0.2 0.1
H -1.716431 -5.853104 5.771421 -0.4 0.1 -0.2
H -1.079039 -4.402374 5.028341 -0.2 0.0 -0.3
C 3.815374 2.531710 -5.879153 0.2 0.2 -0.2
C 2.730275 2.746492 -4.788255 0.1 -1.4 -1.4
C 1.522247 3.510410 -5.395159 0.0 0.2 0.3
C 1.799357 4.993563 -5.629937 0.0 0.0 0.0
C 2.323453 5.662545 -4.362974 -0.2 -0.3 0.1
C 3.546633 4.933507 -3.747305 1.2 1.4 0.0
N 3.329963 3.453573 -3.605917 -4.0 0.3 2.7
O 2.465827 3.257857 -2.511784 2.6 0.4 -2.7
C 4.806950 5.203955 -4.611502 0.1 -0.1 -0.3
C 3.899423 5.621273 -2.386576 -0.6 -0.6 0.2
C 2.269788 1.290637 -4.445925 -0.1 0.5 0.7
H 3.925748 3.382153 -6.552973 0.1 0.0 0.1
H 4.791357 2.309201 -5.431996 -0.2 0.1 0.0
H 3.569893 1.684800 -6.531750 -0.2 0.1 0.3
H 0.652532 3.423786 -4.729904 0.3 -0.1 0.1
H 1.223461 3.049520 -6.345356 0.2 -0.1 0.2
H 2.511062 5.125465 -6.451323 0.0 0.0 0.0
H 0.874936 5.490247 -5.947912 0.1 -0.1 0.0
H 2.578558 6.705132 -4.589802 0.2 -0.2 0.2
H 1.505394 5.703889 -3.630954 0.2 -0.2 0.0
H 5.663678 4.619416 -4.254600 -0.2 0.0 0.0
H 5.096377 6.261666 -4.565325 -0.2 -0.2 0.2
H 4.670310 4.996579 -5.670943 0.0 -0.1 0.1
H 3.056278 5.624337 -1.682659 0.2 -0.3 -0.2
H 4.172327 6.673164 -2.537485 0.0 -0.3 -0.3
H 4.750616 5.127824 -1.903816 -0.2 0.0 -0.1
H 3.093296 0.708724 -4.014534 -0.1 0.2 0.0
H 1.931638 0.764082 -5.347171 0.2 0.4 0.0
H 1.426239 1.263337 -3.747680 0.3 0.1 0.0
```
Forces are in eV/Å.

Summary:
- HOMO (spin up / spin down): -3.5 / -3.5 eV
- Net charge: -1
- Orbital gap (spin up / spin down): 5.894 / 5.320 eV
- LUMO (spin up / spin down): 2.417 / 1.844 eV
- ΔE to the lowest compared entry with this formula, charge and spin: 91.45 kcal per mole
- Multiplicity: 3



Entry 2:
A molecular structure, C23H52BBr6GaNO4. Source: OMol25; level of theory: ωB97M-V with the def2-TZVPD basis set.

Structure (XYZ):
```
88
Properties=species:S:1:pos:R:3:forces:R:3
C 1.015403 -0.214485 3.714473 0.2 -0.4 0.0
C 2.246019 -1.103334 3.485839 -0.1 0.2 -0.1
O 3.303775 -0.409548 2.870290 0.2 -0.2 0.0
C 3.147708 -0.333699 1.454645 0.1 0.2 0.1
C 4.268112 0.502515 0.843526 -0.1 0.4 0.0
O 3.906384 1.087076 -0.366494 -0.2 -0.3 0.0
Ga 3.475839 -0.085750 -1.801835 0.3 0.2 -0.6
N 1.667048 -0.799878 -1.628884 0.1 0.0 0.0
C 3.556315 1.072029 -3.496898 -0.2 -0.1 0.7
C 2.301542 1.889324 -3.799952 0.0 -0.1 -0.5
C 1.145342 1.026316 -4.346322 0.2 0.0 0.2
C -0.158141 1.165063 -3.576020 -0.4 -0.2 -0.2
C -1.106851 -0.019902 -3.783112 0.2 0.1 0.0
C -2.179603 -0.140436 -2.692474 0.1 -0.2 0.0
C -1.894838 -1.310059 -1.755183 -0.1 -0.2 -0.2
C -2.971956 -1.566273 -0.708912 0.3 0.1 0.2
C -2.981261 -0.527532 0.424086 -0.4 -0.1 0.1
C -2.573573 -1.069911 1.787113 0.0 0.3 -0.1
O -3.327680 -2.212137 2.161208 -0.1 -0.1 0.0
C -2.610801 -3.425780 2.222491 0.0 0.1 -0.1
B 4.894056 -1.667702 -2.018053 0.0 0.0 0.3
O 6.249436 -1.376483 -2.058932 -0.2 0.0 -0.3
C 4.525950 -3.203608 -2.272233 0.1 0.1 -0.3
C 4.726333 -3.593185 -3.758735 -0.1 0.0 0.2
H 0.296035 -0.321702 2.905555 0.0 0.2 -0.1
H 1.340028 0.821028 3.778622 -0.1 0.1 0.1
H 0.519211 -0.503945 4.640970 -0.1 0.1 0.1
H 2.625642 -1.480897 4.434459 0.1 0.0 0.1
H 1.954370 -1.960039 2.868141 0.1 -0.2 0.1
H 3.149933 -1.347794 1.040323 -0.2 -0.1 -0.1
H 2.206120 0.162603 1.206152 -0.1 0.0 -0.1
H 5.175335 -0.111025 0.745623 0.1 -0.1 0.1
H 4.481933 1.294410 1.574012 0.1 0.0 0.1
H 1.139365 -0.358093 -0.883931 0.0 0.0 0.1
H 1.718635 -1.784579 -1.390331 -0.1 -0.1 0.1
H 4.409284 1.738557 -3.345309 0.1 0.0 -0.1
H 3.780651 0.393805 -4.328130 0.1 0.1 -0.2
H 2.533818 2.648934 -4.555501 -0.1 0.2 0.1
H 1.962818 2.411140 -2.903194 0.0 0.1 0.1
H 1.457431 -0.018759 -4.304229 0.0 0.0 0.0
H 0.968428 1.273004 -5.397249 0.0 -0.1 -0.1
H 0.046324 1.256757 -2.508346 0.1 0.0 0.0
H -0.682361 2.071580 -3.897483 0.0 0.2 0.2
H -1.564457 0.050642 -4.772786 0.0 0.0 -0.1
H -0.494158 -0.924001 -3.777462 0.0 -0.1 0.0
H -2.208849 0.783779 -2.109802 -0.2 0.1 -0.1
H -3.165632 -0.292412 -3.138312 -0.1 0.1 0.0
H -1.788990 -2.207727 -2.372878 0.0 0.0 0.0
H -0.921462 -1.175456 -1.274349 0.0 0.0 0.0
H -3.959768 -1.615400 -1.169053 0.0 0.0 -0.1
H -2.800701 -2.556274 -0.283251 -0.1 0.0 0.0
H -2.318820 0.310617 0.196555 0.1 0.0 -0.1
H -3.978758 -0.093860 0.528103 0.0 0.0 0.0
H -2.780243 -0.300121 2.531006 0.2 0.1 0.1
H -1.498955 -1.269243 1.805418 0.0 -0.2 0.0
H -2.248345 -3.620901 3.234602 0.0 0.0 0.1
H -1.755522 -3.421711 1.544578 0.1 0.0 0.0
H -3.277766 -4.227604 1.909759 -0.1 -0.1 0.1
H 6.740229 -2.147496 -2.362264 0.3 -0.1 0.1
H 3.499796 -3.404143 -1.968748 -0.1 -0.1 0.0
H 5.191770 -3.825985 -1.662054 -0.1 -0.1 0.2
H 4.010198 -4.349448 -4.078976 0.0 -0.1 0.0
H 4.600152 -2.736243 -4.421947 0.0 0.0 -0.1
H 5.721399 -4.010309 -3.911013 0.1 0.1 -0.2
Br -4.993943 2.028170 6.858357 0.0 0.0 0.0
C -5.566871 0.867385 5.400252 0.1 0.0 0.1
C -4.460399 0.602531 4.417260 0.0 0.0 -0.2
Br -4.118517 2.135231 3.270124 0.0 0.0 0.1
H -6.424176 1.351122 4.946405 0.0 0.0 -0.1
H -5.883314 -0.058633 5.875090 0.0 0.0 0.0
H -4.737798 -0.210463 3.748283 0.0 0.0 0.0
H -3.520109 0.363232 4.903564 0.0 0.0 0.0
Br 4.612768 4.714457 -5.848019 0.0 0.0 0.0
C 6.451417 4.089224 -5.920386 -0.1 0.0 -0.1
C 6.694119 2.911948 -5.013430 0.0 0.0 0.1
Br 6.774331 3.425098 -3.146055 0.0 0.1 0.0
H 7.076264 4.937944 -5.662254 0.0 0.0 0.0
H 6.625067 3.809555 -6.957416 0.0 0.0 0.0
H 7.660179 2.465758 -5.240637 0.0 0.0 0.0
H 5.914724 2.157121 -5.085646 0.0 0.0 0.0
Br -9.581491 4.140347 6.952824 0.0 0.0 0.0
C -10.036915 2.371401 7.616797 0.0 0.1 0.0
C -9.037828 1.333604 7.182032 0.0 -0.1 -0.1
Br -9.245422 0.870371 5.303066 -0.1 0.0 0.0
H -11.038168 2.153150 7.260583 0.0 0.0 0.0
H -10.044458 2.454978 8.701029 0.0 0.0 0.0
H -9.189542 0.407422 7.731683 0.0 0.0 0.0
H -8.012140 1.668389 7.308741 0.0 0.0 0.0
```
Forces are in eV/Å.

Summary:
- HOMO: -4.0 eV
- Net charge: -1
- Orbital gap: 5.634 eV
- LUMO: 1.627 eV
- Multiplicity: 1



What energy values result from the calculations? In sequence: -49138.9014 -507684.0480 eV.